Entry 1:
{
  "formula": "C3H5FO",
  "method": "wB97M-V/def2-TZVPD",
  "symbols": ["C", "C", "C", "H", "H", "H", "H", "H", "O", "F"],
  "positions_angstrom": [[-2.231, -0.377, -0.130], [0.017, 0.108, 0.067], [1.329, 0.459, -0.165], [-1.904, -1.102, -0.812], [-3.200, -0.024, -0.619], [-2.319, -0.885, 0.945], [0.177, -1.118, 0.245], [1.812, 1.676, -0.285], [-1.233, 0.586, 0.200], [2.290, -0.486, 0.033]],
  "e_homo_ev": -8.976,
  "relative_energy_kj_mol": 311.4,
  "fmax_ev_per_a": 5.93,
  "charge": 0,
  "homo_lumo_gap_ev": 9.98,
  "smiles": "CO/C=C/F",
  "e_tot_ev": -7953.281
}

***

Entry 2:
{
  "formula": "C20H21N3O6S3",
  "method": "wB97M-V/def2-TZVPD",
  "symbols": ["C", "C", "H", "H", "O", "C", "O", "C", "C", "C", "S", "C", "N", "N", "C", "O", "C", "O", "C", "C", "C", "C", "C", "C", "H", "H", "N", "S", "O", "O", "C", "C", "C", "C", "S", "H", "H", "H", "C", "H", "H", "H", "H", "H", "H", "H", "H", "H", "H", "H", "H", "H", "H"],
  "positions_angstrom": [[-1.006, -0.268, 3.488], [-0.335, -1.456, 2.827], [-0.990, -2.333, 2.823], [0.597, -1.725, 3.338], [-0.020, -1.117, 1.470], [0.216, -2.118, 0.636], [0.184, -3.284, 0.934], [0.551, -1.604, -0.756], [2.038, -1.561, -0.899], [2.793, -2.368, -1.689], [4.463, -1.955, -1.569], [4.000, -0.696, -0.422], [2.741, -0.642, -0.183], [4.974, 0.096, 0.116], [4.857, 1.224, 0.895], [5.843, 1.733, 1.368], [3.447, 1.746, 1.108], [2.881, 2.039, -0.150], [1.522, 1.998, -0.266], [0.632, 2.022, 0.802], [-0.732, 1.994, 0.580], [-1.247, 1.927, -0.710], [-0.353, 1.918, -1.781], [1.010, 1.958, -1.560], [1.700, 1.955, -2.389], [-0.711, 1.885, -2.798], [-2.639, 1.922, -0.909], [-3.621, 0.923, -0.002], [-3.335, 1.055, 1.394], [-4.965, 1.147, -0.436], [-3.160, -0.733, -0.452], [-2.878, -1.260, -1.675], [-2.641, -2.651, -1.615], [-2.761, -3.143, -0.353], [-3.161, -1.921, 0.786], [-2.623, -4.153, -0.024], [-2.402, -3.252, -2.474], [-2.840, -0.683, -2.580], [-3.174, 2.362, -2.176], [-2.956, 1.670, -2.996], [-2.770, 3.345, -2.417], [-4.252, 2.430, -2.055], [-1.411, 2.027, 1.413], [0.988, 2.091, 1.817], [2.870, 0.964, 1.618], [3.506, 2.646, 1.733], [5.931, -0.178, -0.079], [2.476, -3.165, -2.328], [0.147, -0.598, -0.868], [0.130, -2.285, -1.494], [-0.320, 0.573, 3.540], [-1.307, -0.540, 4.496], [-1.885, 0.036, 2.924]],
  "e_homo_ev": -8.375,
  "relative_energy_kj_mol": 15.0,
  "fmax_ev_per_a": 1.31,
  "charge": 0,
  "homo_lumo_gap_ev": 8.80,
  "smiles": "CCOC(=O)Cc1csc(NC(=O)COc2ccc(N(C)S(=O)(=O)c3cccs3)cc2)n1",
  "e_tot_ev": -70341.583
}